Formula: C3H3Br2N3
Source: the OMol25 dataset
Level of theory: ωB97M-V with the def2-TZVPD basis set

Its multiplicity is 1. The calculation puts the energy above the lowest of the compared OMol25 structures with the same formula, charge and spin at 2.855 eV. For the maximum force, the calculation gives 3.521 eV Å⁻¹. The calculation puts the frontier orbital gap (alpha / beta) at 7.886 / 7.884 eV. As for the total charge: 0.

Last column: natural (NBO) charge in e.
CARTESIAN COORDINATES (ANGSTROEM)
C  2.040  0.219  -0.318  0.430
C  -0.765  -0.719  0.256  -0.007
C  -2.254  1.056  -0.609  -0.116
N  1.559  0.579  -1.279  -0.399
N  -1.692  -0.005  -0.147  -0.350
N  2.491  -0.461  0.722  -0.852
Br  -0.704  -2.491  0.280  0.152
Br  -3.469  2.062  0.383  0.083
H  -1.583  1.690  -1.200  0.236
H  2.667  -1.417  0.423  0.404
H  1.710  -0.513  1.489  0.419